Entry 1
{
  "formula": "C5H8",
  "method": "the ωB97M-V functional and the def2-TZVPD basis",
  "symbols": ["C", "C", "C", "C", "C", "H", "H", "H", "H", "H", "H", "H", "H"],
  "xyz": [[0.55, 0.21, -1.30], [0.97, -0.55, 0.76], [1.33, 0.79, -0.03], [-0.24, -0.59, -0.18], [-1.62, -0.15, 0.33], [0.17, 0.95, -2.06], [1.29, -0.35, -1.83], [1.63, -1.36, 0.55], [0.69, -0.50, 1.78], [1.08, 1.75, 0.60], [-1.49, 0.67, 0.97], [-2.05, -1.04, 0.84], [-2.30, 0.20, -0.44]],
  "total_charge": 0,
  "homo_ev": [-7.66, -7.95],
  "multiplicity": 1
}

***

Entry 2
{
  "formula": "C5H8",
  "method": "the ωB97M-V functional and the def2-TZVPD basis",
  "symbols": ["C", "C", "C", "C", "C", "H", "H", "H", "H", "H", "H", "H", "H"],
  "xyz": [[0.43, 0.18, 1.36], [1.20, -0.22, -1.35], [-0.13, -0.41, -1.29], [-0.93, -0.38, -0.10], [-0.90, 0.65, 0.97], [1.30, 0.84, 1.25], [0.60, -0.74, 1.90], [1.69, 0.03, -2.28], [1.83, -0.38, -0.49], [-0.68, -0.62, -2.22], [-1.81, -1.05, -0.10], [-0.94, 1.68, 0.63], [-1.67, 0.43, 1.71]],
  "total_charge": 0,
  "homo_ev": [-7.52, -7.52],
  "multiplicity": 1
}

***

Stability ranking, top and bottom: entry 2 is the most stable and entry 1 is the least stable.

***

Entry 1
{
  "formula": "C5H8",
  "method": "the ωB97M-V functional and the def2-TZVPD basis",
  "symbols": ["C", "C", "C", "C", "C", "H", "H", "H", "H", "H", "H", "H", "H"],
  "xyz": [[-0.72, 1.08, -1.88], [-0.70, -0.23, -1.78], [-0.77, 0.55, -0.48], [0.66, -1.03, 1.05], [0.38, 0.44, 0.51], [-0.77, 2.12, -2.31], [-0.39, -1.24, -2.10], [-2.02, 0.54, 0.20], [0.86, -1.79, 0.29], [-0.18, -1.37, 1.52], [1.43, -0.99, 1.75], [1.32, 0.94, -0.01], [0.40, 1.19, 1.41]],
  "total_charge": 0,
  "homo_ev": -9.10,
  "multiplicity": 1
}

***

Entry 2
{
  "formula": "C5H8",
  "method": "the ωB97M-V functional and the def2-TZVPD basis",
  "symbols": ["C", "C", "C", "C", "C", "H", "H", "H", "H", "H", "H", "H", "H"],
  "xyz": [[2.35, 0.26, -1.12], [1.30, -0.01, -0.40], [0.52, -0.37, 0.58], [-0.99, -0.43, 0.71], [-1.74, 0.26, -0.44], [2.67, -0.46, -1.86], [2.96, 1.15, -0.96], [1.31, -0.23, 1.35], [-1.34, -1.47, 0.79], [-1.27, 0.02, 1.67], [-1.44, 1.31, -0.52], [-2.82, 0.22, -0.28], [-1.53, -0.23, -1.40]],
  "total_charge": 0,
  "homo_ev": -8.74,
  "multiplicity": 1
}

***

Entry 3
{
  "formula": "C5H8",
  "method": "the ωB97M-V functional and the def2-TZVPD basis",
  "symbols": ["C", "C", "C", "C", "C", "H", "H", "H", "H", "H", "H", "H", "H"],
  "xyz": [[0.08, -0.46, 0.02], [2.06, -0.81, 0.19], [-1.12, 0.29, 0.34], [2.74, 0.48, -0.03], [-2.49, -0.23, -0.05], [-0.17, -1.26, -0.73], [-1.30, 1.08, 1.07], [2.24, 1.35, -0.10], [3.03, 0.39, -1.06], [3.59, 0.41, 0.53], [-2.96, 0.34, -0.70], [-3.16, -0.39, 0.91], [-2.54, -1.19, -0.38]],
  "total_charge": 0,
  "homo_ev": -8.93,
  "multiplicity": 1
}

***

Entry 4
{
  "formula": "C5H8",
  "method": "the ωB97M-V functional and the def2-TZVPD basis",
  "symbols": ["C", "C", "C", "C", "C", "H", "H", "H", "H", "H", "H", "H", "H"],
  "xyz": [[0.67, -0.85, 0.59], [0.52, 0.34, 1.53], [0.06, 1.24, 0.39], [-0.31, 0.08, -0.40], [-0.49, 0.05, -1.91], [-0.96, -0.63, 0.10], [0.32, -1.84, 0.94], [1.63, -0.97, 0.11], [1.45, 0.66, 2.00], [-0.24, 0.24, 2.31], [-0.92, 0.99, -2.28], [0.46, -0.09, -2.44], [-1.17, -0.76, -2.20]],
  "total_charge": 0,
  "homo_ev": -8.20,
  "multiplicity": 1
}

***

Stability ranking, top and bottom: entry 2 is the most stable and entry 3 is the least stable.

***

Entry 1
{
  "formula": "C5H9N2O2",
  "method": "the ωB97M-V functional and the def2-TZVPD basis",
  "symbols": ["C", "C", "C", "C", "C", "N", "N", "O", "O", "H", "H", "H", "H", "H", "H", "H", "H", "H"],
  "xyz": [[1.80, 1.86, 1.95], [-0.08, 0.78, -1.08], [1.31, 0.47, 2.06], [-0.05, 0.03, 1.44], [-0.63, 0.44, -2.40], [0.50, 1.70, -0.49], [-0.11, -0.41, 0.00], [0.96, 2.85, -0.46], [1.85, 2.83, 1.32], [2.13, -0.15, 1.69], [1.23, 0.25, 3.13], [-0.38, -0.83, 2.03], [-0.77, 0.84, 1.56], [-0.05, -0.34, -2.89], [-0.58, 1.34, -3.02], [-1.67, 0.12, -2.34], [-0.98, -0.94, -0.12], [0.66, -1.06, -0.21]],
  "total_charge": 1,
  "homo_ev": [-11.31, -12.97],
  "multiplicity": 1
}

***

Entry 2
{
  "formula": "C5H9N2O2",
  "method": "the ωB97M-V functional and the def2-TZVPD basis",
  "symbols": ["C", "N", "C", "C", "N", "C", "C", "O", "O", "H", "H", "H", "H", "H", "H", "H", "H", "H"],
  "xyz": [[-1.00, 2.16, -0.07], [-0.02, 1.13, 0.10], [1.39, 1.21, 0.10], [1.84, -0.10, 0.09], [0.82, -0.99, 0.11], [0.90, -2.40, -0.12], [-0.27, -0.18, 0.07], [-1.53, -0.82, -0.12], [-2.89, -0.19, 0.06], [-2.09, 1.89, -0.19], [-0.77, 2.79, 0.80], [-0.69, 2.67, -1.14], [1.81, 2.12, 0.14], [2.92, -0.24, 0.05], [1.29, -2.52, -1.05], [1.53, -2.67, 0.80], [-0.05, -2.81, 0.03], [-3.19, -1.04, 0.35]],
  "total_charge": 1,
  "homo_ev": -13.67,
  "multiplicity": 1
}

***

Stability ranking, top and bottom: entry 2 is the most stable and entry 1 is the least stable.

***

Entry 1
{
  "formula": "C4H6N2O2",
  "method": "the ωB97M-V functional and the def2-TZVPD basis",
  "symbols": ["N", "C", "C", "C", "O", "N", "C", "O", "H", "H", "H", "H", "H", "H"],
  "xyz": [[1.44, -1.62, -0.29], [0.48, -0.56, -0.28], [-0.86, -0.35, -0.78], [-1.26, 0.83, -0.20], [-2.46, 1.47, -0.14], [-0.27, 1.36, 0.68], [0.75, 0.41, 0.64], [1.87, 0.51, 1.32], [1.19, -2.28, -1.06], [1.27, -2.15, 0.55], [-1.43, -0.99, -1.49], [-3.11, 1.05, -0.77], [-0.15, 2.33, 0.93], [2.52, -0.03, 0.91]],
  "total_charge": 0,
  "homo_ev": -6.86,
  "multiplicity": 1
}

***

Entry 2
{
  "formula": "C4H6N2O2",
  "method": "the ωB97M-V functional and the def2-TZVPD basis",
  "symbols": ["H", "N", "C", "C", "O", "C", "C", "N", "O", "H", "H", "H", "H", "H"],
  "xyz": [[-2.26, 1.66, -0.26], [-2.27, 0.60, -0.32], [-1.17, 0.07, 0.03], [-0.99, -1.44, 0.21], [0.39, -1.61, -0.13], [1.01, -0.47, -0.14], [2.34, -0.06, -0.18], [0.11, 0.54, 0.22], [0.35, 2.02, 0.24], [-1.41, -2.31, -0.26], [-0.99, -1.91, 1.31], [2.27, 1.15, 0.25], [3.36, -0.65, -0.04], [1.02, 2.19, -0.73]],
  "total_charge": 0,
  "homo_ev": -8.34,
  "multiplicity": 1
}

***

Stability ranking, top and bottom: entry 1 is the most stable and entry 2 is the least stable.

***

Entry 1
{
  "formula": "C4H6N2O2",
  "method": "the ωB97M-V functional and the def2-TZVPD basis",
  "symbols": ["C", "C", "C", "C", "H", "H", "H", "H", "H", "H", "N", "N", "O", "O"],
  "xyz": [[0.20, -0.59, 0.09], [1.77, -0.54, -0.52], [0.71, 0.70, -0.23], [-1.23, -0.34, 0.21], [1.31, 0.66, 1.80], [2.48, -0.98, 0.31], [1.87, -0.39, -1.73], [0.19, 0.47, -1.34], [-1.86, 1.77, -0.56], [-2.30, -1.97, -0.22], [-1.42, 1.19, 0.33], [-2.31, -0.89, -0.10], [0.47, -0.81, 1.47], [0.12, 1.71, 0.49]],
  "total_charge": 0,
  "homo_ev": -9.56,
  "multiplicity": 1
}

***

Entry 2
{
  "formula": "C4H6N2O2",
  "method": "the ωB97M-V functional and the def2-TZVPD basis",
  "symbols": ["C", "N", "O", "C", "C", "C", "O", "N", "H", "H", "H", "H", "H", "H"],
  "xyz": [[1.42, -0.69, 0.85], [0.57, -0.61, 1.86], [-0.69, 0.02, 1.66], [-1.01, -0.10, 0.31], [-1.79, 0.75, -0.70], [-0.24, 0.72, -0.60], [0.59, -0.07, -1.36], [1.66, -0.26, -0.45], [2.33, -1.16, 1.20], [-0.88, -1.18, 0.02], [-2.28, 0.12, -1.39], [-2.24, 1.62, -0.24], [0.18, 1.62, -0.23], [2.38, -0.78, -0.93]],
  "total_charge": 0,
  "homo_ev": -8.71,
  "multiplicity": 1
}

***

Stability ranking, top and bottom: entry 2 is the most stable and entry 1 is the least stable.